Entry 1:
{
  "formula": "C3H6NO",
  "method": "ωB97M-V/def2-TZVPD",
  "species": ["O", "N", "C", "C", "C", "H", "H", "H", "H", "H", "H"],
  "coordinates": [[3.24907, 0.33571, -0.05243], [1.97663, 0.05874, 0.24500], [-0.32798, -0.52553, 0.19042], [-1.21097, 0.67390, 0.02847], [1.04092, -0.42984, -0.52146], [1.83212, 0.10061, 1.25470], [-0.92674, -1.52663, -0.13453], [1.29613, -0.46760, -1.56666], [-0.03450, -0.56392, 1.19367], [-1.42200, 0.76266, -1.11429], [-0.57438, 1.59599, 0.35736]],
  "atomic_forces_ev_per_a": [[-1.1519, 0.0395, -0.0941], [1.7508, -0.9399, -0.7669], [-0.8869, -1.9795, -2.6596], [0.3672, 1.4613, -1.4723], [-0.2272, 1.0300, 1.9746], [-0.5642, 0.0908, -0.2589], [1.5595, 1.9979, 0.7969], [-0.1928, -0.1154, -0.2680], [0.1558, -0.7194, 1.9207], [0.1561, 0.2840, 1.5185], [-0.9664, -1.1493, -0.6909]],
  "lumo_energy_ev": [4.61, 4.61],
  "homo_energy_ha": [-0.0579, -0.0580],
  "gap_ev": [6.18, 6.18],
  "total_charge": -1
}



Entry 2:
{
  "formula": "C3H6NO",
  "method": "ωB97M-V/def2-TZVPD",
  "species": ["O", "N", "C", "C", "C", "H", "H", "H", "H", "H", "H"],
  "coordinates": [[1.56880, 2.29935, -0.29537], [0.07782, 0.17673, -0.04858], [-1.33888, 0.30020, -0.13804], [0.81724, -1.08518, 0.26370], [0.85188, 1.34942, -0.18158], [-1.75025, -0.01109, 0.84674], [0.35902, -1.78178, -0.48648], [-1.50307, 1.39252, -0.41242], [-1.64900, -0.17619, -1.00399], [1.85436, -0.90975, 0.13285], [0.71208, -1.55424, 1.32317]],
  "atomic_forces_ev_per_a": [[-4.2253, -5.3806, 0.5508], [5.7539, 4.9641, 0.2676], [-0.5656, 2.9079, 1.2312], [-1.6388, -1.4765, 0.5181], [0.8817, -0.0896, 0.2334], [-0.2688, 0.2851, -1.0139], [0.9501, 0.2587, 0.7110], [-0.4198, -1.2230, 0.9220], [-0.9691, -1.6264, -1.2652], [0.9300, -0.0443, -0.5140], [-0.4283, 1.4246, -1.6410]],
  "lumo_energy_ev": -5.70,
  "homo_energy_ha": -0.6020,
  "gap_ev": 10.68,
  "total_charge": 1
}



Entry 3:
{
  "formula": "C3H6NO",
  "method": "ωB97M-V/def2-TZVPD",
  "species": ["O", "N", "C", "C", "C", "H", "H", "H", "H", "H", "H"],
  "coordinates": [[2.47182, -0.24368, -0.16267], [0.12349, 0.06050, -0.21301], [-1.07254, -0.61613, -0.13340], [0.18289, 1.43497, -0.00973], [1.39513, -0.62375, 0.02628], [-0.88514, -1.49722, -0.67591], [1.03257, 2.07015, 0.16176], [0.92409, -1.45391, 0.57556], [-2.09339, -0.19533, -0.52255], [-1.30547, -0.85430, 0.88656], [-0.77345, 1.91870, 0.06711]],
  "atomic_forces_ev_per_a": [[0.8077, 0.6554, -0.5565], [2.5943, 10.4229, 0.2283], [-4.1903, -1.0655, -0.4574], [-1.4600, -4.5401, -0.7924], [-2.1039, -1.9567, 1.4603], [-0.3841, -1.5472, -0.5718], [0.9082, -0.5844, -0.2586], [1.6922, -1.1830, 0.0869], [2.4748, 0.0552, 0.2823], [0.0636, -0.3738, 0.6878], [-0.4025, 0.1171, -0.1089]],
  "lumo_energy_ev": -6.79,
  "homo_energy_ha": -0.6125,
  "gap_ev": 9.88,
  "total_charge": 1
}



Respective energy values: -6741.696, -6736.368, -6736.070 eV.
Respective energy relative to the best compared isomer or geometry (same formula, charge and spin) values: 32.4, 37.1, 44.0 kcal/mol.